Entry 1:
DFT (the ωB97M-V functional and the def2-TZVPD basis) results for a structure of composition C6H10O2 at a distorted geometry.

The geometry in ORCA input format:
```
! wB97M-V def2-TZVPD RIJCOSX def2/J DEFGRID3
* xyz 0 1
C -0.3545 0.1979 -0.1808
C -1.4129 -0.7460 -0.7175
C -0.6384 -0.7319 -2.0081
C 0.2062 0.6678 2.4908
C 0.8413 -0.2507 -0.7661
C 2.1268 -0.3900 -0.8858
O 0.2125 -0.2579 1.4502
O -0.6105 1.5435 -0.2388
H -1.3385 1.7239 0.3709
H -1.4345 -1.7028 -0.2038
H -2.4029 -0.2955 -0.7442
H -0.2602 -1.6640 -2.4073
H -0.8895 0.0234 -2.7417
H -0.4723 1.5201 2.3115
H 1.1999 1.1018 2.6886
H -0.1244 0.2118 3.4344
H 2.5968 -0.5517 -1.8470
H 2.7551 -0.3999 -0.0053
*
```

Results
* ΔE to the lowest compared entry with this formula, charge and spin: 5.2916 eV
* HOMO energy: -8.334 eV
* M: 114.14 Da
* electronic energy: -384.90793 Eh
* strongest force on any atom: 5.4 eV/A

These are the Löwdin partial charges, in e, on atoms 1 to 2: -0.448, -0.115



Entry 2:
DFT (the ωB97M-V functional and the def2-TZVPD basis) results for a structure of composition C35H22F12NO2Re.

The geometry in ORCA input format:
```
! wB97M-V def2-TZVPD RIJCOSX def2/J DEFGRID3
* xyz 0 1
Re 0.2708 -0.2807 0.3474
C 5.2401 2.7296 -2.1633
C 3.8470 2.4351 -1.6801
C 2.7482 2.5770 -2.5287
C 1.4839 2.2733 -2.0846
C 1.2618 1.8421 -0.7742
N -0.0521 1.4211 -0.4040
C -1.1521 2.2879 -0.4670
C -0.8850 3.6588 -0.4561
C -1.8895 4.6005 -0.4852
C -3.2164 4.2022 -0.5135
C -4.3427 5.1994 -0.5028
C -3.4816 2.8421 -0.5205
C -2.4960 1.8495 -0.5142
C -2.9371 0.3748 -0.4927
O -2.6253 -0.3298 0.6987
C -2.5099 -0.4331 -1.7711
F -3.2922 -0.0928 -2.8030
F -2.6170 -1.7428 -1.5740
F -1.2518 -0.1963 -2.1701
C -4.5033 0.2226 -0.4033
F -4.9531 0.8089 0.7123
F -4.8422 -1.0667 -0.3438
F -5.1703 0.7502 -1.4357
C 2.3537 1.6824 0.1045
C 3.6273 1.9929 -0.3893
C 2.2078 1.2821 1.6022
O 1.1210 0.4537 1.9052
C 1.9966 2.5782 2.4256
F 2.9445 3.4921 2.1691
F 1.9986 2.3423 3.7373
F 0.8162 3.1219 2.1053
C 3.4514 0.5049 2.1277
F 3.7804 -0.4612 1.2576
F 4.5341 1.2809 2.3129
F 3.1866 -0.0777 3.2933
H 5.2435 3.5556 -2.8740
H 5.6642 1.8587 -2.6673
H 5.8991 2.9866 -1.3351
H 2.8940 2.9179 -3.5467
H 0.6262 2.3655 -2.7390
H 0.1445 3.9825 -0.3996
H -1.6348 5.6535 -0.4685
H -4.0226 6.1577 -0.9106
H -4.6975 5.3745 0.5151
H -5.1897 4.8457 -1.0903
H -4.5228 2.5705 -0.5364
H 4.4849 1.9060 0.2604
C -1.3835 -0.7507 1.0837
C -1.5434 -1.5966 2.2943
C -0.4599 -2.3673 2.7183
C -0.5500 -3.1484 3.8577
C -1.7266 -3.1660 4.5935
C -2.8105 -2.4036 4.1805
C -2.7246 -1.6262 3.0372
H 0.4607 -2.3817 2.1436
H 0.2979 -3.7443 4.1685
H -1.7989 -3.7738 5.4861
H -3.7294 -2.4147 4.7523
H -3.5714 -1.0345 2.7196
C 0.6927 -2.0306 -0.6182
C 0.9707 -3.1278 -1.0629
C 1.2983 -4.4194 -1.5888
C 2.3879 -4.5841 -2.4466
C 2.6995 -5.8380 -2.9447
C 1.9332 -6.9399 -2.5891
C 0.8488 -6.7842 -1.7363
C 0.5291 -5.5318 -1.2393
H 2.9807 -3.7199 -2.7148
H 3.5444 -5.9574 -3.6102
H 2.1812 -7.9195 -2.9767
H 0.2490 -7.6413 -1.4593
H -0.3171 -5.3983 -0.5783
*
```

Results
* ΔE to the lowest compared entry with this formula, charge and spin: 0.0499 eV
* HOMO energy: -7.934 eV
* M: 902.75 Da
* electronic energy: -2828.82312 Eh
* strongest force on any atom: 0.2 eV/A

These are the Löwdin partial charges, in e, on atoms 1 to 2: 1.487, -0.040